Here is 3 unconnected molecules or ions with the total composition C29H44Br2F6NO5S2 at a distorted geometry from OMol25. Energies are from ωB97M-V/def2-TZVPD.

The total charge is +1. As for the LUMO energy: -0.1629 hartree. The spin multiplicity is 1. Its HOMO-LUMO gap is 0.25632 Eh.

Geometry as XYZ:
```
89
Properties=species:S:1:pos:R:3:forces:R:3
Br -4.30680 -2.05969 6.84250 0.2 0.0 -0.2
Br -0.15906 -2.44337 7.92012 -0.1 0.2 -0.3
S -0.78370 -0.87381 -7.87566 0.1 0.3 -0.2
S 2.37051 2.70732 -4.76662 0.0 0.1 0.3
F 4.63962 0.33491 0.54578 -0.1 -0.3 -0.1
F -2.76933 -3.69041 5.36559 0.3 -0.1 -0.2
F -2.50643 -3.88112 7.50011 0.1 -0.4 -0.1
F 3.56962 -1.24249 -0.47407 0.0 -0.4 0.2
F -1.82575 -0.75352 6.61253 0.1 0.2 0.1
F 5.21855 -1.70975 0.87905 -0.3 -0.3 -0.1
O -6.17055 2.03071 3.57370 0.1 0.0 -0.4
O -1.69270 -0.19826 -6.98215 0.0 -0.3 0.2
O 1.73528 3.99357 -4.68476 0.0 0.0 -0.2
O -0.41115 -2.25208 -7.67116 -0.1 0.0 0.2
O 2.45524 1.98044 -6.00607 0.0 0.1 -0.1
N 1.94861 -1.35441 1.58258 0.0 0.1 -0.2
C -0.33153 0.25025 -10.25148 0.1 0.0 0.0
C -1.38033 -2.02483 6.45023 0.0 -0.5 -0.1
C 4.01071 2.79897 -4.03687 0.3 -0.1 0.3
C 1.66554 1.62359 -3.53073 0.0 -0.3 0.3
C 0.97770 -1.37826 2.48405 -1.7 -0.5 -0.2
C -4.25740 0.31420 1.10749 -0.2 -1.3 0.1
C -0.66777 -2.09416 5.10590 -0.5 0.3 -0.3
C 4.87915 1.56409 3.55823 0.0 0.0 -0.1
C -0.37131 -1.86874 2.00390 0.4 0.5 -0.6
C 2.86774 0.90711 -2.92588 0.1 0.1 -0.1
C -4.98152 1.93874 4.33914 -0.2 0.5 0.4
C -5.62687 0.39445 1.81137 0.7 1.0 -0.5
C -5.93208 1.88063 2.18450 0.1 -1.1 0.0
C -1.50382 -0.81623 2.07526 -0.4 -0.8 0.8
C -1.34807 -0.67467 -9.56979 0.0 0.1 -0.4
C -2.62864 -3.00665 6.50688 -0.6 0.6 0.8
C 0.24231 -0.87704 4.92235 0.4 -0.3 0.0
C 2.51353 -0.52539 4.03924 0.6 0.3 0.3
C -2.87251 -1.56335 2.11612 0.2 -0.1 -0.7
C 4.33404 2.25058 4.58885 -0.2 0.1 -0.2
C 0.70442 0.09984 -8.04822 0.2 0.1 -0.2
C 3.18933 -0.92303 1.84466 0.4 -0.7 -1.6
C 1.01432 0.05722 -9.54035 -0.1 -0.1 -0.1
C 3.94640 1.98399 -2.73811 0.0 0.0 0.0
C 1.23911 -0.95160 3.77929 -0.2 0.2 0.8
C 4.88849 0.02676 3.43637 -1.4 0.7 -0.3
C 4.16455 -0.92809 0.68221 0.5 1.2 0.0
C 3.52144 -0.49914 3.07434 0.9 0.2 0.9
C -3.81180 -1.17113 0.96835 -0.3 0.4 0.7
H 1.73397 0.82529 -9.81972 0.0 0.0 0.0
H 4.71606 2.36939 -4.74589 -0.1 0.0 -0.1
H -6.80110 2.20362 1.61182 -0.1 0.3 0.4
H -5.60471 -0.20454 2.72560 -0.1 0.0 -0.1
H -4.07418 1.88156 3.72852 -0.1 -0.1 -0.1
H 0.82631 -0.77516 5.84224 0.0 0.1 -0.1
H 3.66893 2.63682 -1.90696 0.0 0.0 0.0
H -2.69617 -2.64206 2.02560 0.0 0.1 0.2
H 5.15033 -0.35030 4.42321 0.1 -0.1 -0.1
H -0.26505 -2.17795 0.95617 0.0 -0.2 0.1
H -1.46881 -2.08591 4.36457 0.0 0.0 0.0
H 0.95003 0.95121 -4.00009 0.0 0.1 -0.1
H 1.43672 -0.91461 -9.80664 0.0 0.0 0.0
H -4.90786 2.85765 4.93275 0.1 -0.1 0.0
H 0.47686 1.11346 -7.72124 0.0 0.0 0.1
H -5.06117 2.48757 1.90539 -0.2 0.1 -0.1
H -4.28253 0.73982 0.10237 -0.1 0.4 0.2
H 4.25903 3.84123 -3.85366 -0.1 0.0 -0.1
H -1.38913 -0.25799 3.00611 0.0 0.2 -0.2
H 1.16417 2.24791 -2.79107 0.0 0.1 -0.1
H -5.01392 1.09581 5.03769 0.0 -0.1 -0.2
H -3.53135 0.83666 1.73816 0.1 0.2 -0.3
H -6.37677 0.00208 1.12153 -0.1 -0.1 0.3
H -1.47221 -0.10394 1.24991 0.2 -0.1 0.0
H -0.31631 0.05690 4.82851 -0.2 -0.2 0.0
H 1.71816 -1.65453 0.63885 0.1 0.0 0.0
H 2.60965 0.42309 -1.98590 0.0 0.0 0.0
H 5.66001 -0.25611 2.72801 -0.1 -0.1 0.0
H 4.92990 2.94013 5.18589 -0.5 1.3 -1.2
H -4.70016 -1.80377 1.06549 0.1 0.0 -0.3
H -3.36812 -1.41287 3.08064 0.0 0.1 -0.1
H 5.34671 2.11312 2.73856 1.5 -0.2 0.9
H -2.34813 -0.24818 -9.56305 0.0 -0.1 0.1
H 3.27040 2.20004 4.83998 0.5 -1.3 1.2
H -0.65167 1.28901 -10.14752 0.0 0.0 0.0
H 1.49201 -0.32356 -7.43011 -0.1 0.0 0.1
H -1.36890 -1.65998 -10.03196 0.0 0.0 0.1
H 4.91620 1.54737 -2.50074 0.0 0.0 0.0
H -0.14642 -3.04518 4.98179 0.1 0.1 0.2
H -0.25971 0.03570 -11.31691 0.0 0.0 0.0
H -3.36780 -1.38109 -0.00868 0.1 0.0 0.1
H -0.63740 -2.76093 2.56787 0.0 0.0 0.0
H 2.79706 -0.15169 5.01711 -0.2 -0.2 0.1
H 3.22993 0.13867 -3.61293 0.0 0.0 0.0
```
Forces are in eV/Å.

***

Here is a molecular structure, C29H44BrMgN3P2S at a distorted geometry from OMol25. Energies are from ωB97M-V/def2-TZVPD.

The total charge is +2. As for the LUMO energy: -0.2246 hartree. The spin multiplicity is 1. Its HOMO-LUMO gap is 0.28513 Eh.

Geometry as XYZ:
```
81
Properties=species:S:1:pos:R:3:forces:R:3
Br 4.21073 1.61842 -5.39495 0.0 -0.2 0.3
S 0.29372 2.60976 0.48648 0.0 -0.4 0.0
P -1.69980 0.19075 -2.34353 0.1 0.0 -0.6
P -1.32418 -0.49482 1.48063 -0.3 -0.5 0.5
Mg 0.25615 0.36256 -0.53368 -1.4 -0.5 0.4
N 0.53923 -5.68151 2.38217 0.1 -0.3 0.0
N 2.40687 3.67004 1.75264 -0.2 -0.4 -0.3
N 2.70705 1.53763 1.53480 -0.7 0.2 -0.4
C 2.14263 -1.29387 -0.43119 0.0 -1.6 1.3
C 2.47987 0.80054 -1.72902 0.1 0.0 -0.1
C -2.20400 -2.08388 1.13641 0.2 0.0 -0.4
C -3.44570 -0.33240 -2.06283 0.1 -0.2 0.7
C 4.24093 -0.50417 -3.45716 -0.4 0.3 0.5
C -1.06508 -0.95525 -3.63498 0.2 -0.1 0.2
C -4.52872 0.25238 -2.96619 -0.2 0.0 -0.2
C 1.44161 -4.86985 2.93426 -0.2 0.2 -0.2
C 3.74580 0.76930 -3.76724 0.2 0.0 -0.2
C 1.83185 5.00329 1.70229 0.0 0.5 0.1
C -2.65889 0.66140 2.00355 0.2 0.3 -0.3
C 1.90752 -3.72324 2.28861 -0.1 0.0 -0.4
C 2.91875 1.44822 -2.88440 -0.2 -0.2 0.3
C -2.07908 -1.53975 -4.61544 0.1 -0.1 -0.4
C -1.92119 1.88265 -4.66319 -0.2 0.3 -0.2
C 0.50869 -4.34352 0.40075 0.2 0.2 0.1
C 1.86517 -2.26983 0.28593 0.2 1.5 -1.4
C -1.16942 -0.83102 4.36440 0.1 -0.2 0.4
C 2.82893 -0.54288 -1.45861 0.3 0.7 -0.7
C 0.10258 -5.45468 1.14179 0.1 0.3 0.1
C 1.43753 -3.44316 0.98123 -0.4 -0.6 0.8
C 3.84774 2.05164 2.13314 0.0 0.4 0.1
C 3.65338 3.38788 2.27260 -0.1 -0.7 -0.1
C -0.40257 -0.78750 3.04257 0.3 0.1 -0.1
C -2.55322 -3.03355 2.28065 -0.2 -0.3 0.2
C -3.89595 0.09895 2.70139 -0.3 0.0 0.2
C 3.78393 -1.15192 -2.30513 -0.4 0.1 -0.2
C 1.81280 2.55171 1.26495 1.3 0.3 0.9
C -1.84562 1.83611 -3.14142 0.3 0.4 0.3
H -0.97311 2.40787 -2.78506 -0.2 0.0 -0.2
H -4.47691 -0.12770 -3.99509 0.1 0.2 0.3
H -1.56286 -2.27568 -5.24326 -0.2 0.1 0.1
H -2.72200 2.32848 -2.69466 0.3 -0.1 -0.1
H 4.95886 -0.97045 -4.12281 -0.1 -0.1 0.1
H -1.54985 -2.61323 0.42412 -0.3 0.1 0.1
H -3.67658 -0.31332 3.69578 0.0 0.1 -0.4
H -3.12871 -3.87386 1.86316 0.2 0.2 0.2
H -4.51211 1.34716 -2.99098 0.0 -0.2 0.0
H -3.46422 -1.43073 -2.11615 0.1 0.2 0.1
H 2.60328 2.46485 -3.10398 0.1 -0.2 0.1
H 0.34169 0.02368 3.08333 -0.1 -0.1 0.1
H -0.61616 -6.17492 0.72226 0.4 0.4 0.3
H -1.10894 1.32218 -5.13663 -0.2 0.1 0.0
H 2.60508 -3.06173 2.80610 -0.1 -0.2 -0.3
H -0.26140 -0.42379 -4.16549 -0.1 -0.1 0.1
H 0.91244 5.05180 2.28711 0.1 -0.1 0.0
H -3.18545 -2.57303 3.05388 0.3 -0.1 -0.3
H 4.12193 -2.15753 -2.07366 -0.1 0.1 -0.1
H -3.65742 -0.07997 -1.01018 -0.1 -0.1 -0.3
H -4.60916 0.92019 2.85599 0.1 -0.2 -0.1
H 4.27119 4.16901 2.68207 0.0 -0.1 0.0
H -2.95661 1.19064 1.08736 0.0 0.0 0.2
H 2.56692 5.69807 2.12278 -0.3 -0.2 -0.2
H 0.16756 -1.71578 2.89627 -0.1 0.2 0.1
H 2.57116 0.54950 1.29232 0.1 0.7 0.2
H -2.17219 1.41015 2.64156 -0.1 0.0 -0.2
H 1.60004 5.28408 0.67483 0.1 -0.1 0.0
H 1.94459 1.43411 -0.99218 0.4 -0.3 -0.5
H -0.56508 -1.76410 -3.07543 -0.2 0.1 -0.2
H 0.08680 -4.18474 -0.59426 0.3 0.0 0.3
H -2.88322 1.51868 -5.04562 0.3 0.0 0.1
H -2.89559 -2.06330 -4.10389 0.2 0.2 -0.2
H -5.50619 -0.04613 -2.56996 0.2 0.1 -0.1
H -1.65963 -3.46766 2.75600 -0.3 0.2 -0.1
H -4.40989 -0.67068 2.10977 0.2 0.2 0.1
H -3.11401 -1.81875 0.57712 0.2 0.0 0.1
H -1.88428 -1.66217 4.42166 0.2 0.3 -0.1
H -1.82835 2.92667 -4.98094 0.0 -0.2 0.0
H 1.79600 -5.12710 3.94120 -0.2 0.1 -0.5
H -0.44576 -0.98850 5.17486 -0.2 0.1 -0.1
H 4.69048 1.44106 2.41582 -0.2 0.0 -0.1
H -2.49730 -0.77938 -5.28930 0.1 -0.2 0.3
H -1.69915 0.10558 4.58282 0.2 -0.2 -0.1
```
Forces are in eV/Å.

***

> The lowest total charge belongs to which entry?

C29H44Br2F6NO5S2

***

> The lowest HOMO-LUMO gap belongs to which entry?

C29H44Br2F6NO5S2

***

> Which value of HOMO-LUMO gap does entry 2 give?

0.28513 Eh

***

> LUMO energy of number 2 (C29H44BrMgN3P2S)?

-0.2246 hartree